{
  "formula": "C24H27IN4O4STi",
  "method": "ωB97M-V/def2-TZVPD",
  "species": ["H", "C", "C", "C", "C", "H", "Ti", "C", "C", "H", "H", "C", "C", "H", "C", "I", "C", "H", "C", "H", "C", "H", "N", "H", "C", "N", "H", "H", "N", "H", "C", "H", "C", "H", "H", "O", "N", "C", "C", "H", "C", "C", "C", "O", "H", "C", "H", "H", "H", "H", "S", "O", "H", "C", "H", "C", "H", "H", "O", "C", "H", "H"],
  "positions_angstrom": [[0.15, 4.92, 0.03], [1.47, 4.68, -1.34], [-0.48, 2.54, 0.46], [-2.09, 0.10, -4.55], [-0.72, 0.97, 3.64], [3.59, -0.14, -2.09], [-0.60, -0.26, 0.13], [-0.94, -1.34, 2.70], [1.07, -0.07, 2.17], [-1.33, -4.12, 2.66], [-2.30, 1.70, -1.58], [0.61, 2.31, -0.47], [2.87, -1.02, 0.71], [-1.03, -4.29, 0.94], [-3.38, -1.39, -0.25], [-3.68, 2.65, -4.17], [2.01, 1.06, 2.48], [0.09, -3.63, -0.52], [2.57, 0.01, -2.47], [2.81, 2.81, -2.64], [-1.28, -0.94, -4.13], [-2.42, -3.36, 1.51], [-2.25, -1.12, 0.11], [2.64, 0.23, -3.54], [1.36, 3.19, -1.19], [0.95, 1.01, -0.81], [-0.50, 0.80, 4.70], [-2.43, 0.14, -5.58], [2.16, 2.41, -1.98], [1.71, 1.63, 3.35], [-1.37, -3.60, 1.70], [1.57, -2.75, -0.86], [0.61, -2.17, 1.00], [-2.12, -1.03, 4.46], [-1.80, 1.05, 3.54], [2.22, 5.10, -2.18], [-1.21, -0.02, -1.94], [1.89, 1.11, -1.75], [-2.01, 0.97, -2.33], [-2.49, -2.53, 3.62], [0.98, -3.19, -0.06], [-0.86, -0.97, -2.82], [-0.19, -0.16, 2.81], [0.72, 5.44, -0.57], [3.56, -1.35, 1.49], [-0.54, -2.36, 1.80], [2.13, 1.75, 1.64], [-0.29, 1.92, 3.36], [2.02, -0.92, -2.35], [-0.98, -1.73, -4.80], [-4.81, -1.74, -0.70], [-1.17, 1.39, 0.71], [-0.24, -1.78, -2.45], [1.47, -1.08, 1.28], [3.02, -1.68, -0.14], [-2.21, -1.49, 3.48], [1.57, -4.01, 0.36], [3.00, 0.66, 2.69], [-0.78, 3.59, 0.95], [-2.47, 1.08, -3.64], [-3.03, -0.99, 2.97], [3.16, -0.01, 0.44]],
  "total_charge": 2,
  "de_lowest_kcal_mol": 9.9,
  "homo_lumo_gap_ev": 6.74
}

***

{
  "formula": "C2H7O2P",
  "method": "ωB97M-V/def2-TZVPD",
  "species": ["H", "H", "P", "H", "C", "O", "H", "O", "H", "C", "H", "H"],
  "positions_angstrom": [[0.88, 2.79, 1.60], [-0.48, 1.66, 0.67], [1.40, 0.18, -0.35], [-0.09, 1.52, 2.26], [-1.02, -1.70, -0.87], [0.06, -1.67, -0.05], [-1.68, -2.59, -0.49], [1.40, 0.89, 1.10], [-1.72, -0.96, -0.67], [0.41, 1.84, 1.35], [-0.70, -1.83, -1.94], [2.55, -0.61, 0.13]],
  "total_charge": 0,
  "de_lowest_kcal_mol": 83.1,
  "homo_lumo_gap_ev": [8.62, 8.62]
}

***

{
  "formula": "C4H4ClF",
  "method": "ωB97M-V/def2-TZVPD",
  "species": ["H", "C", "H", "C", "F", "C", "C", "H", "Cl", "H"],
  "positions_angstrom": [[-0.64, 1.58, -0.51], [-0.30, 0.74, -1.19], [0.93, -0.95, -0.54], [-1.97, -1.81, 0.37], [0.90, 1.05, -1.95], [0.15, -0.28, -0.11], [-1.07, -1.03, 0.16], [-1.06, 0.35, -1.84], [0.87, 0.34, 1.43], [-2.99, -1.86, 0.82]],
  "total_charge": 0,
  "de_lowest_kcal_mol": 37.9,
  "homo_lumo_gap_ev": 11.36,
  "smiles": "C#C[C@H](Cl)CF"
}